# C2H3FNP

An isolated molecule of C2H3FNP at a distorted geometry (wB97M-V/def2-TZVPD, OMol25).

Atoms and positions in Å:
1 C 0.54 -0.47 -0.96
2 P 0.85 1.14 -0.36
3 F 1.95 0.79 0.83
4 C -0.41 0.60 0.75
5 N -1.52 0.27 1.06
6 H 0.46 -1.37 -0.49
7 H 0.42 -0.58 -1.96
8 H -2.29 -0.38 1.12

DFT total energy   -15615.678 eV
Largest force on an atom   4.6 eV Å⁻¹
Gap between HOMO and LUMO (alpha / beta)   7.76 / 7.76 eV
Energy above the lowest of the compared OMol25 structures with the same formula, charge and spin   176.9 kJ/mol



# C4H6O2

An isolated molecule of C4H6O2 (wB97M-V/def2-TZVPD, OMol25).

Atoms and positions in Å:
1 O 0.37 1.14 1.79
2 C -0.40 0.21 1.71
3 C -0.75 -0.47 0.41
4 C -0.21 0.29 -0.77
5 C 1.16 0.07 -1.23
6 O 0.05 -0.45 -1.95
7 H -0.88 -0.19 2.62
8 H -1.84 -0.60 0.35
9 H -0.33 -1.48 0.42
10 H -0.65 1.28 -0.93
11 H 1.71 0.88 -1.71
12 H 1.77 -0.68 -0.72

DFT total energy   -8338.515 eV
Largest force on an atom   0.5 eV Å⁻¹
Gap between HOMO and LUMO   11.04 eV
Energy above the lowest of the compared OMol25 structures with the same formula, charge and spin   187.7 kJ/mol